Record 1
{
  "formula": "C16H28NO4RbS2",
  "method": "ωB97M-V/def2-TZVPD",
  "e_tot_ha": -1802.75215,
  "fmax_ha_per_bohr": 0.0051,
  "orbital_gap_ev": 5.01,
  "lumo_ev": 4.13,
  "total_charge": -2,
  "elements": ["Rb", "C", "C", "C", "C", "C", "C", "C", "C", "C", "C", "H", "H", "H", "H", "H", "H", "H", "H", "H", "H", "H", "H", "H", "H", "H", "C", "S", "O", "O", "O", "H", "H", "H", "C", "C", "O", "C", "C", "H", "H", "H", "H", "H", "H", "H", "H", "H", "H", "S", "C", "N"],
  "coordinates": [[0.456888, 0.147972, -0.520024], [2.189536, 0.926735, 2.140538], [2.008177, 2.152955, 1.462743], [2.768850, 2.109466, 0.274728], [3.424943, 0.865294, 0.215638], [3.065188, 0.129476, 1.368458], [3.527065, -1.244648, 1.761006], [4.322890, 0.439914, -0.915135], [2.857429, 3.189451, -0.767012], [1.158597, 3.311196, 1.909047], [1.589189, 0.497963, 3.449255], [2.691838, -1.929227, 1.951537], [4.130497, -1.237738, 2.679694], [4.142763, -1.699882, 0.980735], [3.801526, 0.403037, -1.879298], [4.746977, -0.551647, -0.738218], [5.163472, 1.133801, -1.044756], [3.856528, 3.647492, -0.806089], [2.144803, 3.992543, -0.560988], [2.632423, 2.819865, -1.773127], [0.327506, 3.526196, 1.224108], [1.734016, 4.241588, 1.995890], [0.712448, 3.118559, 2.887140], [0.870124, -0.320851, 3.338582], [1.053666, 1.317975, 3.934308], [2.357950, 0.158358, 4.156197], [-1.933858, 0.568031, -3.970543], [-0.144483, 0.466171, -3.938538], [0.269444, 0.405986, -5.331853], [0.292264, 1.674998, -3.238726], [0.125596, -0.754809, -3.169920], [-2.213069, 1.500922, -4.457977], [-2.298128, 0.545859, -2.944651], [-2.320197, -0.283257, -4.528369], [-2.557263, 1.559297, 0.487394], [-3.320939, 0.371603, -0.048124], [-2.410218, -0.467023, -0.736845], [-2.959828, -1.744003, -1.020463], [-1.825449, -2.713154, -1.271810], [-3.237941, 2.246295, 0.994214], [-2.062185, 2.106544, -0.319335], [-1.812055, 1.224463, 1.212042], [-4.123689, 0.689540, -0.732968], [-3.777001, -0.184545, 0.776422], [-3.618506, -1.670291, -1.900472], [-3.566071, -2.074061, -0.169792], [-1.186821, -2.345239, -2.075748], [-2.216788, -3.693230, -1.554851], [-1.241698, -2.823957, -0.356747], [-4.029256, -2.363987, 2.832887], [-2.502806, -1.848466, 2.393960], [-1.438228, -1.485407, 2.088322]],
  "forces_ev_per_angstrom": [[0.08, -0.02, 0.25], [0.02, -0.01, -0.06], [-0.05, -0.02, 0.04], [-0.04, 0.11, -0.05], [0.04, -0.07, -0.04], [-0.01, 0.04, -0.04], [0.01, -0.02, 0.01], [-0.02, 0.03, 0.13], [0.04, -0.02, 0.04], [0.00, 0.01, 0.00], [-0.02, -0.01, 0.02], [-0.01, 0.01, 0.00], [0.00, 0.00, 0.00], [0.00, 0.00, 0.00], [-0.01, 0.00, 0.00], [0.01, 0.00, -0.02], [0.02, -0.02, -0.03], [-0.01, 0.02, -0.04], [0.01, 0.01, 0.00], [0.00, 0.01, -0.01], [0.01, 0.00, -0.01], [0.00, 0.00, 0.00], [0.00, 0.00, 0.00], [0.01, 0.00, -0.01], [0.01, 0.00, 0.00], [0.00, 0.00, 0.00], [0.09, 0.08, -0.02], [-0.18, 0.07, -0.06], [-0.01, -0.07, 0.00], [-0.06, -0.11, 0.14], [0.11, 0.00, -0.22], [0.00, -0.01, -0.02], [0.02, -0.02, 0.01], [0.02, -0.01, 0.00], [0.01, 0.10, 0.00], [0.09, -0.05, 0.00], [-0.19, 0.04, 0.01], [0.02, -0.09, 0.01], [0.00, 0.04, -0.05], [0.01, 0.01, 0.01], [0.00, 0.00, 0.00], [-0.03, 0.00, -0.01], [0.01, 0.01, -0.01], [-0.03, 0.00, 0.00], [0.01, 0.02, 0.00], [0.02, 0.00, 0.00], [0.03, -0.01, 0.00], [-0.03, 0.01, 0.02], [0.00, 0.00, 0.00], [0.07, 0.04, -0.07], [-0.06, -0.08, 0.16], [0.01, 0.03, -0.10]]
}

---

Record 2
{
  "formula": "C38H67Br2N9",
  "method": "ωB97M-V/def2-TZVPD",
  "e_tot_ha": -7128.77304,
  "fmax_ha_per_bohr": 0.1360,
  "orbital_gap_ev": 10.61,
  "smiles": "BrCCBr.CCCC#N.CCCC#N.CCCC#N.CCCC#N.CCCC#N.CCCC#N.CCCC#N.CCCC#N.CCCC#N",
  "lumo_ev": -0.20,
  "total_charge": 0,
  "elements": ["Br", "C", "C", "Br", "H", "H", "H", "H", "C", "C", "C", "C", "N", "H", "H", "H", "H", "H", "H", "H", "C", "C", "C", "C", "N", "H", "H", "H", "H", "H", "H", "H", "C", "C", "C", "C", "N", "H", "H", "H", "H", "H", "H", "H", "C", "C", "C", "C", "N", "H", "H", "H", "H", "H", "H", "H", "C", "C", "C", "C", "N", "H", "H", "H", "H", "H", "H", "H", "C", "C", "C", "C", "N", "H", "H", "H", "H", "H", "H", "H", "C", "C", "C", "C", "N", "H", "H", "H", "H", "H", "H", "H", "C", "C", "C", "C", "N", "H", "H", "H", "H", "H", "H", "H", "C", "C", "C", "C", "N", "H", "H", "H", "H", "H", "H", "H"],
  "coordinates": [[-6.793010, -6.779852, -4.955413], [-5.784860, -6.543202, -3.277193], [-5.703120, -5.048142, -2.978333], [-4.444980, -4.789362, -1.463293], [-4.842120, -7.090242, -3.267703], [-6.384340, -6.969062, -2.472603], [-6.697000, -4.679062, -2.725193], [-5.327410, -4.514822, -3.851553], [-3.413350, -1.818412, 5.857977], [-4.052210, -2.279222, 7.173207], [-5.293340, -3.204482, 7.024567], [-4.961400, -4.352782, 6.158137], [-4.720480, -5.219882, 5.447107], [-3.183920, -2.651802, 5.193947], [-2.520600, -1.205892, 5.984137], [-4.090940, -1.132092, 5.350107], [-4.261050, -1.419212, 7.809507], [-3.271940, -2.914852, 7.591847], [-6.062460, -2.681552, 6.456147], [-5.685630, -3.573252, 7.972307], [3.508810, -3.855182, -2.690243], [4.866010, -4.410792, -3.247523], [5.561360, -3.637012, -4.375273], [5.767210, -2.184042, -4.149273], [5.936520, -1.085512, -3.920353], [2.761860, -3.854242, -3.484083], [3.631190, -2.818642, -2.376073], [3.232030, -4.496562, -1.853503], [4.701000, -5.472562, -3.430533], [5.543860, -4.504052, -2.399033], [5.002780, -3.764932, -5.302493], [6.539830, -4.096602, -4.514813], [-2.389910, 1.016388, 0.299147], [-1.765310, -0.020452, -0.763773], [-0.670120, -0.949942, -0.202783], [0.493760, -0.204782, 0.292457], [1.419420, 0.448658, 0.689817], [-3.111060, 1.734378, -0.091393], [-1.651870, 1.703798, 0.712497], [-2.762600, 0.505618, 1.187027], [-1.482560, 0.472598, -1.693853], [-2.654190, -0.572212, -1.069643], [-0.353580, -1.678372, -0.949303], [-1.068800, -1.450572, 0.679547], [4.559070, 7.392278, 3.804327], [4.284400, 5.936998, 3.419387], [4.219720, 5.777908, 1.936427], [5.391910, 6.174068, 1.135927], [6.363930, 6.446658, 0.530817], [4.809820, 7.442128, 4.863927], [3.822450, 8.164828, 3.583717], [5.497650, 7.763898, 3.393147], [3.372040, 5.647098, 3.940587], [5.100850, 5.321938, 3.797837], [3.319860, 6.287028, 1.591267], [4.049740, 4.742118, 1.642577], [0.987540, 5.085438, -3.190073], [1.451320, 3.619428, -3.299643], [2.915330, 3.338818, -3.616183], [3.578780, 4.252848, -4.557163], [4.080480, 4.971708, -5.303533], [1.551060, 5.646258, -2.444413], [-0.042470, 5.183988, -2.847363], [1.089430, 5.574448, -4.158873], [0.968320, 3.077798, -4.112933], [1.220830, 3.131598, -2.352553], [2.934230, 2.333698, -4.037453], [3.473860, 3.368858, -2.680643], [-7.891280, -0.222252, -1.238483], [-8.106850, -0.613472, 0.166867], [-9.209690, 0.087028, 1.018637], [-10.519850, 0.178248, 0.327197], [-11.582840, 0.250388, -0.190503], [-7.055930, -0.766422, -1.679133], [-7.592570, 0.825578, -1.268943], [-8.735600, -0.487582, -1.874753], [-7.151450, -0.529692, 0.684827], [-8.431090, -1.653802, 0.193167], [-8.914730, 1.077748, 1.364447], [-9.357410, -0.490932, 1.930917], [-2.260220, -4.806472, -8.889783], [-2.417440, -5.392602, -7.469833], [-1.249670, -4.788742, -6.538293], [-1.262350, -3.340122, -6.201333], [-1.186060, -2.214622, -5.952993], [-1.250030, -4.862622, -9.295333], [-2.421870, -3.732472, -8.981923], [-2.931380, -5.280432, -9.606033], [-2.563130, -6.466902, -7.356873], [-3.309810, -4.923222, -7.055763], [-0.252890, -4.912892, -6.961523], [-1.338790, -5.236792, -5.548643], [0.252040, 2.988658, 5.032117], [-0.148690, 3.108388, 6.498337], [0.520430, 4.136208, 7.357347], [0.459210, 5.465238, 6.789947], [0.341870, 6.582608, 6.341177], [-0.344680, 2.195428, 4.581777], [1.286370, 2.646208, 5.063417], [0.131580, 3.949848, 4.532427], [0.048940, 2.136108, 6.949677], [-1.192250, 3.422178, 6.473137], [1.572160, 3.854068, 7.405987], [0.065110, 4.127568, 8.347657], [9.801090, 1.235318, 1.453407], [8.248430, 1.434048, 1.580087], [7.470800, 0.632538, 0.552357], [7.526710, -0.844362, 0.717887], [7.547560, -2.016282, 0.852767], [10.040280, 0.221538, 1.774537], [10.512580, 1.841928, 2.013677], [10.053630, 1.330078, 0.397307], [8.083130, 2.505618, 1.468207], [8.009890, 0.998908, 2.550567], [7.737110, 0.926378, -0.462943], [6.407950, 0.785188, 0.739837]],
  "forces_ev_per_angstrom": [[0.47, -0.04, 0.52], [-0.66, 0.24, 0.81], [0.49, -0.53, -0.47], [-0.62, 0.04, -0.58], [-0.03, 0.34, -0.56], [-0.11, -0.29, -0.29], [0.30, 0.12, 0.22], [0.17, 0.16, 0.34], [-0.87, 0.61, -0.31], [0.80, -0.84, -0.30], [0.60, 0.33, -1.04], [-0.12, 0.14, 0.36], [0.08, -0.09, -0.05], [-0.01, 0.02, 0.05], [0.17, -0.32, 0.42], [-0.23, -0.13, -0.34], [-0.06, -0.23, 0.12], [-0.07, 0.19, 0.78], [-0.32, 0.14, 0.33], [0.04, 0.19, -0.04], [1.32, -0.02, -0.90], [-0.72, 0.27, 1.62], [-0.21, -0.25, -0.06], [-0.47, -2.45, 0.03], [0.21, 1.67, 0.24], [-0.21, -0.19, 0.14], [-0.03, -0.06, 0.24], [-0.29, 0.23, -0.07], [0.07, 0.06, -1.02], [0.22, 0.52, 0.13], [0.04, 0.13, -0.11], [0.07, 0.14, -0.20], [1.63, -0.21, -0.36], [-1.62, 1.32, 0.85], [-0.46, 0.68, 0.23], [4.30, 3.19, 1.52], [-4.33, -3.08, -1.82], [-0.37, -0.64, -0.37], [0.57, -0.17, -0.11], [-0.38, -0.22, -0.25], [0.46, 0.23, 0.26], [0.27, -0.69, 0.03], [0.00, -0.03, 0.11], [-0.07, -0.36, -0.11], [1.22, 0.30, 0.72], [0.79, 1.10, 0.85], [-0.93, -0.71, -1.31], [2.59, 1.00, -1.03], [-2.81, -0.79, 1.67], [-0.52, 0.01, 0.26], [-0.38, -0.46, -0.09], [0.05, -0.17, -0.57], [-0.13, -0.36, -0.46], [-0.01, -0.02, 0.20], [0.16, 0.32, -0.37], [-0.07, -0.25, 0.16], [0.31, -0.30, -0.20], [-0.56, 0.42, -0.19], [0.50, 0.33, 0.47], [-0.22, 0.16, -0.22], [-0.18, -0.27, 0.30], [0.37, -0.05, -0.10], [-0.13, -0.33, -0.26], [-0.02, 0.18, 0.10], [-0.87, 0.32, 0.22], [0.00, -0.31, -0.13], [0.47, -0.02, 0.15], [0.33, -0.16, -0.13], [0.24, 0.45, -1.05], [-0.68, -0.93, 1.45], [0.09, 0.14, -0.54], [-3.11, 0.28, -1.40], [3.76, -0.29, 1.73], [0.16, -0.15, 0.23], [-0.40, 0.18, -0.48], [-0.19, 0.60, 0.00], [-0.14, -0.09, 0.36], [0.40, -0.28, 0.02], [-0.05, 0.18, -0.28], [-0.07, -0.09, -0.04], [0.17, -0.41, -0.41], [0.82, 2.94, 0.52], [-0.82, -0.17, 0.10], [-0.44, 0.37, -0.67], [-0.13, -0.82, -0.06], [0.19, -0.66, 0.12], [-0.48, 0.06, 0.65], [0.01, -0.06, 0.03], [0.61, 0.09, -0.26], [-0.30, -0.26, 0.04], [-0.03, -0.60, 0.04], [0.40, -0.47, -0.07], [0.62, -0.01, 0.98], [-1.26, -0.19, -0.84], [1.10, -0.18, -0.12], [-0.90, 6.54, -2.32], [0.71, -5.96, 2.27], [0.00, 0.24, -0.21], [0.21, 0.20, -0.69], [0.14, -0.21, -0.28], [-0.63, 0.00, 0.25], [-0.40, -0.75, 0.41], [0.22, 0.19, 0.47], [0.23, 0.12, 0.06], [-0.55, -0.83, -0.59], [2.25, -0.41, 0.62], [-0.54, -0.61, 0.20], [0.78, -3.01, 0.19], [-0.11, 3.60, -0.37], [0.00, -0.22, -0.27], [-0.69, 0.56, 0.18], [0.27, -0.04, -0.05], [-0.65, -0.17, 0.26], [-0.45, 0.76, 0.25], [-0.17, -0.21, -0.07], [-0.16, 0.57, -0.40]]
}

---

Record 3
{
  "formula": "C6H6",
  "method": "ωB97M-V/def2-TZVPD",
  "e_tot_ha": -232.07246,
  "fmax_ha_per_bohr": 0.0210,
  "orbital_gap_ev": 10.00,
  "smiles": "C#CC#CCC",
  "lumo_ev": 0.80,
  "total_charge": 0,
  "elements": ["C", "C", "C", "C", "C", "C", "H", "H", "H", "H", "H", "H"],
  "coordinates": [[-0.143388, -3.332844, -1.002682], [-0.333524, -2.155754, -1.206000], [-0.504484, -0.777148, -1.258435], [-0.600276, 0.365318, -0.852828], [-0.582449, 1.299200, 0.288317], [0.888242, 1.515947, 0.699605], [0.035935, -4.384788, -0.917904], [-1.177541, 2.228785, 0.271125], [-1.041618, 0.633224, 1.027541], [0.901212, 2.085342, 1.632130], [1.406295, 0.561513, 0.872234], [1.435812, 2.045240, -0.086920]],
  "forces_ev_per_angstrom": [[-0.09, 0.48, -0.43], [0.10, -0.33, -0.21], [0.07, 0.45, 0.62], [-0.24, -1.05, -0.13], [0.31, -0.42, 0.16], [-0.14, 0.19, 0.08], [-0.08, 0.30, 0.06], [0.39, -0.45, -0.50], [-0.11, 0.47, 0.33], [0.22, 0.07, -0.14], [-0.33, 0.24, -0.09], [-0.09, 0.05, 0.24]]
}

---

Number 1: HOMO energy -0.87 eV. Number 2: HOMO energy -10.81 eV. Number 3: HOMO energy -9.20 eV.